1.
102
Properties=species:S:1:pos:R:3 method="wB97M-V/def2-TZVPD" spin_multiplicity=2 de_lowest_ev=0.456 charge=0 orbital_gap_ha="0.261 / 0.243" fmax_ev_per_a=0.85
Ir 0.217 0.049 0.092
O 1.535 1.367 -0.600
C 1.748 1.722 -1.864
C 3.057 1.603 -2.347
C 3.392 2.073 -3.601
C 2.430 2.673 -4.409
C 1.132 2.772 -3.950
C 0.762 2.291 -2.689
C -0.631 2.335 -2.304
N -1.065 1.698 -1.290
N -2.411 1.644 -1.097
C -2.670 0.870 -0.085
O -1.766 0.349 0.672
C -4.085 0.602 0.274
C -5.118 1.107 -0.512
C -6.436 0.849 -0.172
C -6.730 0.084 0.950
C -5.701 -0.427 1.729
C -4.380 -0.172 1.392
H 3.800 1.136 -1.712
H 4.410 1.961 -3.953
H 2.693 3.053 -5.388
H 0.366 3.219 -4.575
H -1.346 2.838 -2.957
H -4.871 1.699 -1.382
H -7.237 1.242 -0.785
H -7.760 -0.119 1.212
H -5.926 -1.034 2.597
H -3.568 -0.584 1.977
Se 5.979 -1.388 -2.708
P 5.307 -2.642 -1.157
C 4.960 -4.351 -1.650
C 4.023 -5.117 -0.963
C 3.798 -6.435 -1.336
C 4.512 -6.988 -2.388
C 5.458 -6.228 -3.067
C 5.683 -4.911 -2.700
C 6.477 -2.776 0.219
C 6.755 -3.991 0.836
C 7.665 -4.044 1.882
C 8.293 -2.887 2.316
C 8.017 -1.673 1.700
C 7.116 -1.617 0.651
C 3.807 -2.018 -0.381
C 2.511 -1.779 -0.830
N 1.945 -1.026 0.155
N 2.804 -0.851 1.135
N 3.928 -1.440 0.835
P 1.492 -2.274 -2.222
Se -0.314 -1.071 -2.081
C 1.072 -4.016 -2.017
C 0.714 -4.443 -0.739
C 0.259 -5.735 -0.545
C 0.147 -6.602 -1.625
C 0.480 -6.172 -2.901
C 0.935 -4.877 -3.103
C 2.329 -2.058 -3.798
C 2.098 -0.906 -4.545
C 2.736 -0.743 -5.764
C 3.588 -1.726 -6.243
C 3.820 -2.874 -5.498
C 3.197 -3.040 -4.275
H 3.471 -4.687 -0.137
H 3.058 -7.022 -0.808
H 4.332 -8.015 -2.682
H 6.018 -6.663 -3.885
H 6.400 -4.298 -3.233
H 6.271 -4.900 0.504
H 7.883 -4.993 2.356
H 9.004 -2.930 3.131
H 8.507 -0.769 2.035
H 6.908 -0.677 0.156
H 0.759 -3.758 0.099
H -0.027 -6.053 0.449
H -0.214 -7.611 -1.472
H 0.378 -6.841 -3.745
H 1.166 -4.543 -4.105
H 1.436 -0.136 -4.168
H 2.563 0.160 -6.336
H 4.079 -1.596 -7.199
H 4.499 -3.635 -5.860
H 3.392 -3.931 -3.695
O -0.478 -1.809 0.695
N -0.548 -2.157 1.978
O -0.936 -3.285 2.194
O -0.210 -1.350 2.826
C -2.209 2.327 3.325
N -1.220 1.536 4.046
C -1.400 0.986 5.294
C -0.265 0.319 5.597
N 0.588 0.469 4.532
C 1.911 -0.133 4.432
C -0.005 1.205 3.581
Se 0.747 1.734 1.944
H -2.956 2.667 4.037
H -2.679 1.722 2.554
H -1.720 3.179 2.861
H -2.312 1.117 5.848
H 0.001 -0.262 6.461
H 2.588 0.350 5.135
H 2.271 -0.016 3.413
H 1.825 -1.195 4.650

***

2.
103
Properties=species:S:1:pos:R:3 method="wB97M-V/def2-TZVPD" de_lowest_ev=1.000 charge=0 orbital_gap_ha=0.282 fmax_ev_per_a=1.05
Y -0.022 0.945 -1.104
C -1.808 -2.026 2.150
C -1.412 -3.309 1.430
C -1.212 -3.146 -0.082
Sb 0.630 -3.309 -1.264
C 1.866 -1.527 -1.073
C 2.734 -1.288 -0.007
C 3.763 -0.364 -0.112
C 3.935 0.373 -1.278
C 3.075 0.173 -2.347
C 2.073 -0.787 -2.249
C 1.715 -4.581 0.077
C 3.101 -4.532 0.207
C 3.775 -5.445 1.006
C 3.072 -6.430 1.683
C 1.693 -6.501 1.551
C 1.023 -5.584 0.753
Sb -0.097 -0.725 2.191
C -0.735 0.839 3.465
C 0.161 1.835 3.834
C -0.278 2.948 4.533
C -1.619 3.082 4.863
C -2.520 2.092 4.500
C -2.077 0.974 3.806
C 0.891 -1.958 3.649
C 1.835 -2.924 3.332
C 2.393 -3.731 4.314
C 2.018 -3.580 5.639
C 1.074 -2.619 5.975
C 0.519 -1.818 4.988
H -2.108 -2.246 3.178
H -2.653 -1.560 1.638
H -2.219 -4.035 1.573
H -0.538 -3.758 1.915
H -1.715 -2.251 -0.448
H -1.754 -3.962 -0.575
H 2.612 -1.824 0.928
H 4.415 -0.190 0.734
H 4.713 1.121 -1.335
H 3.161 0.764 -3.250
H 1.436 -0.953 -3.113
H 3.670 -3.766 -0.308
H 4.852 -5.383 1.099
H 3.597 -7.143 2.306
H 1.135 -7.267 2.075
H -0.057 -5.660 0.674
H 1.204 1.766 3.546
H 0.429 3.721 4.809
H -1.962 3.958 5.400
H -3.569 2.191 4.752
H -2.795 0.210 3.526
H 2.147 -3.092 2.303
H 3.124 -4.480 4.031
H 2.457 -4.205 6.406
H 0.767 -2.490 7.005
H -0.214 -1.072 5.273
N -4.558 0.396 -0.797
C -3.350 0.595 -0.272
N -2.442 0.066 -1.074
C -3.183 -0.451 -2.101
N -4.476 -0.257 -1.964
C -2.617 -1.132 -3.262
C -3.412 -1.336 -4.391
N -2.933 -1.871 -5.499
C -1.650 -2.204 -5.480
C -0.867 -2.041 -4.349
N -1.340 -1.509 -3.223
H -5.449 0.707 -0.448
H -3.167 1.118 0.651
H -4.453 -1.036 -4.384
H -1.231 -2.630 -6.384
H 0.166 -2.364 -4.351
O 3.433 3.199 0.216
S 2.043 2.857 0.140
O 1.636 1.642 0.863
O 1.511 2.702 -1.231
C 1.133 4.238 0.860
C 1.927 5.199 1.458
C 1.379 6.323 2.070
C 0.009 6.487 2.078
C -0.797 5.525 1.478
C -0.257 4.405 0.873
S -1.470 3.276 0.181
O -2.763 3.741 0.597
O -1.250 3.145 -1.263
O -1.113 1.936 0.722
H 3.000 5.065 1.434
H 2.032 7.053 2.528
H -0.447 7.352 2.542
H -1.871 5.642 1.487
O -1.619 1.385 -4.281
B -0.424 1.417 -3.518
O 0.459 2.298 -4.178
C -0.190 2.803 -5.266
C 0.249 3.712 -6.207
C -0.640 4.040 -7.226
C -1.907 3.474 -7.295
C -2.345 2.556 -6.345
C -1.460 2.240 -5.335
H 1.237 4.149 -6.147
H -0.337 4.753 -7.982
H -2.569 3.756 -8.104
H -3.329 2.111 -6.391

***

3.
90
Properties=species:S:1:pos:R:3 method="wB97M-V/def2-TZVPD" de_lowest_ev=0.000 charge=0 orbital_gap_ha=0.304 fmax_ev_per_a=1.63
Be -0.394 0.259 -1.185
C 3.076 -2.419 0.457
C 2.666 -1.506 1.603
C 1.168 -1.253 1.782
Sb 0.571 0.695 1.042
C 2.033 1.762 2.242
C 2.696 1.232 3.340
C 3.643 1.982 4.017
C 3.938 3.269 3.606
C 3.248 3.822 2.541
C 2.301 3.072 1.872
C -1.024 1.279 2.369
C -0.888 1.174 3.745
C -1.826 1.738 4.592
C -2.911 2.423 4.072
C -3.065 2.514 2.699
C -2.127 1.945 1.852
Sb 3.452 -1.621 -1.578
C 2.723 0.436 -1.604
C 1.740 0.736 -2.541
C 1.348 2.047 -2.765
C 1.976 3.076 -2.086
C 2.991 2.790 -1.190
C 3.352 1.475 -0.938
C 5.452 -0.861 -1.184
C 5.940 -0.661 0.098
C 7.182 -0.081 0.301
C 7.953 0.296 -0.784
C 7.480 0.089 -2.069
C 6.235 -0.483 -2.266
H 2.368 -3.240 0.339
H 4.038 -2.873 0.702
H 3.191 -0.549 1.507
H 3.036 -1.976 2.524
H 0.915 -1.296 2.841
H 0.569 -2.011 1.284
H 2.494 0.226 3.681
H 4.149 1.558 4.871
H 4.701 3.839 4.113
H 3.449 4.841 2.242
H 1.759 3.506 1.042
H -0.026 0.673 4.167
H -1.700 1.668 5.662
H -3.623 2.895 4.733
H -3.909 3.048 2.288
H -2.244 2.033 0.779
H 1.340 -0.043 -3.171
H 0.586 2.265 -3.496
H 1.704 4.101 -2.290
H 3.535 3.588 -0.707
H 4.166 1.272 -0.255
H 5.344 -0.948 0.953
H 7.545 0.086 1.306
H 8.921 0.749 -0.627
H 8.083 0.383 -2.917
H 5.863 -0.625 -3.274
C -0.260 -1.515 -1.526
C -1.473 -2.368 -1.496
C -1.671 -3.358 -0.531
C -2.781 -4.174 -0.557
C -3.733 -4.017 -1.564
C -3.559 -3.022 -2.534
C -2.446 -2.216 -2.489
C -4.852 -4.871 -1.604
N -5.758 -5.577 -1.638
H 0.176 -1.660 -2.521
H 0.476 -1.940 -0.836
H -0.938 -3.507 0.250
H -2.920 -4.948 0.186
H -4.298 -2.899 -3.314
H -2.308 -1.436 -3.224
C -7.155 8.767 -0.202
C -6.047 7.762 -0.338
O -5.302 7.402 0.526
S -5.977 7.102 -1.997
C -4.819 5.741 -1.902
C -5.282 4.481 -2.262
C -4.423 3.402 -2.234
C -3.091 3.566 -1.842
C -2.640 4.840 -1.483
C -3.499 5.923 -1.514
C -2.228 2.443 -1.749
C -1.492 1.486 -1.600
H -8.083 8.238 0.019
H -7.296 9.319 -1.128
H -6.939 9.445 0.621
H -6.316 4.351 -2.548
H -4.782 2.417 -2.497
H -1.613 4.975 -1.170
H -3.156 6.902 -1.219

***

4.
103
Properties=species:S:1:pos:R:3 method="wB97M-V/def2-TZVPD" spin_multiplicity=2 de_lowest_ev=2.396 charge=+2 orbital_gap_ha="0.288 / 0.226" fmax_ev_per_a=3.48
Ru 0.146 -0.911 -0.545
O 2.910 -2.654 -0.426
S 2.317 -1.369 0.012
C 3.297 -0.066 -0.581
C 4.598 -0.320 -0.998
C 5.306 0.725 -1.573
C 4.692 1.962 -1.752
C 3.377 2.173 -1.353
C 2.664 1.142 -0.757
P 0.934 1.269 -0.212
C 0.114 2.432 -1.350
C 0.412 3.799 -1.319
C -0.260 4.687 -2.144
C -1.261 4.229 -2.993
C -1.571 2.878 -3.025
C -0.882 1.990 -2.210
C 1.058 2.273 1.284
C -0.036 3.053 1.659
C 0.082 3.957 2.700
C 1.282 4.070 3.391
C 2.357 3.257 3.058
C 2.246 2.355 2.006
C 2.525 -1.344 1.740
C 3.817 -1.357 2.271
C 3.961 -1.583 3.624
C 2.834 -1.831 4.414
C 1.566 -1.810 3.861
C 1.404 -1.538 2.501
P -0.212 -1.326 1.732
C -0.882 0.022 2.780
C -2.259 0.278 2.767
C -2.819 1.227 3.606
C -2.011 1.929 4.495
C -0.652 1.679 4.524
C -0.085 0.745 3.661
C -1.180 -2.748 2.324
C -1.076 -3.989 1.692
C -1.705 -5.114 2.199
C -2.464 -5.015 3.357
C -2.590 -3.790 3.990
C -1.954 -2.662 3.484
H 5.026 -1.309 -0.889
H 6.328 0.572 -1.895
H 5.236 2.767 -2.230
H 2.909 3.130 -1.540
H 1.152 4.186 -0.628
H -0.009 5.739 -2.117
H -1.801 4.928 -3.621
H -2.351 2.514 -3.684
H -1.130 0.941 -2.252
H -0.973 2.981 1.119
H -0.765 4.574 2.975
H 1.383 4.799 4.185
H 3.291 3.337 3.601
H 3.100 1.741 1.743
H 4.683 -1.216 1.636
H 4.950 -1.599 4.066
H 2.953 -2.036 5.470
H 0.700 -1.998 4.486
H -2.897 -0.303 2.127
H -3.890 1.397 3.592
H -2.446 2.660 5.166
H -0.016 2.207 5.223
H 0.980 0.575 3.716
H -0.499 -4.094 0.798
H -1.597 -6.068 1.699
H -2.954 -5.891 3.763
H -3.182 -3.704 4.893
H -2.063 -1.724 4.006
N 0.377 -3.502 -1.179
N 1.122 -3.905 -2.294
C 1.814 -2.967 -2.994
N 2.698 -3.376 -3.888
N 1.418 -1.743 -2.707
N 1.945 -0.693 -3.416
O 2.741 -0.835 -4.337
O 1.504 0.391 -3.083
H 0.919 -3.755 -0.359
H -0.505 -4.002 -1.196
H 1.399 -4.871 -2.354
H 2.947 -4.345 -3.980
H 3.144 -2.673 -4.459
F -3.898 1.929 -6.922
C -3.418 1.117 -6.004
C -4.261 0.619 -5.022
F -5.539 0.965 -5.015
C -3.748 -0.219 -4.062
F -4.585 -0.645 -3.122
C -2.393 -0.599 -4.053
Se -1.767 -1.791 -2.795
C -1.575 -0.082 -5.072
F -0.298 -0.412 -5.174
C -2.076 0.774 -6.029
F -1.293 1.271 -6.973
C -4.491 0.357 0.140
C -3.047 0.474 -0.279
O -2.291 -0.753 -0.040
H -4.991 1.321 0.012
H -4.599 0.063 1.183
H -5.018 -0.371 -0.482
H -2.517 1.248 0.271
H -2.991 0.709 -1.339
H -2.844 -1.509 -0.280

***

5.
94
Properties=species:S:1:pos:R:3 method="wB97M-V/def2-TZVPD" spin_multiplicity=2 charge=+1 orbital_gap_ha="0.231 / 0.247" fmax_ev_per_a=3.90
Re 0.537 0.864 -1.575
C -5.115 -2.596 -0.975
C -3.630 -2.866 -0.732
C -3.413 -4.290 -0.217
O -3.143 -1.905 0.196
C -1.905 -1.432 -0.279
C -2.186 -1.455 -1.809
O -2.862 -2.681 -1.917
C -1.052 -1.364 -2.890
O -0.478 -0.112 -2.737
C 0.072 -2.400 -2.762
C 0.860 -2.455 -1.613
C 1.892 -3.372 -1.501
C 2.174 -4.239 -2.542
C 1.431 -4.155 -3.707
C 0.412 -3.227 -3.829
C -1.748 -1.441 -4.254
C -1.655 -0.369 -5.131
C -2.241 -0.435 -6.383
C -2.934 -1.570 -6.768
C -3.042 -2.635 -5.891
C -2.444 -2.580 -4.646
C -1.565 -0.123 0.511
O -0.402 0.497 0.095
C -1.309 -0.531 1.981
C -0.113 -0.149 2.578
C 0.159 -0.476 3.894
C -0.764 -1.187 4.640
C -1.950 -1.585 4.050
C -2.224 -1.262 2.730
C -2.694 0.913 0.381
C -2.794 1.650 -0.796
C -3.787 2.600 -0.958
C -4.687 2.842 0.067
C -4.564 2.146 1.256
C -3.572 1.193 1.418
H -5.651 -2.754 -0.043
H -5.484 -3.284 -1.730
H -5.274 -1.572 -1.305
H -3.981 -4.432 0.698
H -2.359 -4.473 -0.018
H -3.758 -4.988 -0.972
H -1.124 -2.174 -0.057
H -2.887 -0.632 -2.034
H 0.691 -1.780 -0.783
H 2.488 -3.385 -0.603
H 2.977 -4.957 -2.456
H 1.643 -4.810 -4.537
H -0.106 -3.155 -4.771
H -1.112 0.520 -4.837
H -2.156 0.402 -7.061
H -3.388 -1.628 -7.745
H -3.589 -3.521 -6.177
H -2.518 -3.417 -3.973
H 0.613 0.407 2.003
H 1.095 -0.170 4.338
H -0.559 -1.439 5.669
H -2.677 -2.145 4.618
H -3.144 -1.595 2.283
H -2.074 1.506 -1.603
H -3.852 3.165 -1.875
H -5.463 3.582 -0.050
H -5.227 2.352 2.083
H -3.486 0.684 2.363
C 5.530 0.612 3.883
C 5.477 2.019 3.288
C 5.313 3.039 4.410
C 5.263 4.447 3.838
C 4.114 4.533 2.885
C 3.443 5.723 2.708
C 2.401 5.806 1.788
F 1.778 6.976 1.621
C 2.026 4.721 1.036
C 2.693 3.501 1.198
C 2.337 2.375 0.350
O 1.350 2.444 -0.450
C 3.164 1.228 0.487
C 4.113 1.174 1.482
N 4.388 2.179 2.309
C 3.740 3.389 2.145
C 3.131 0.073 -0.484
O 3.787 -0.920 -0.275
O 2.440 0.271 -1.574
H 6.214 0.621 4.728
H 5.900 -0.133 3.186
H 4.550 0.305 4.243
H 6.413 2.221 2.749
H 6.144 2.937 5.105
H 4.387 2.836 4.951
H 6.187 4.663 3.293
H 5.171 5.191 4.631
H 3.725 6.601 3.270
H 1.241 4.786 0.302
H 4.681 0.260 1.586